Below is C27H37CaN2O3S4Si2Te as an isolated structure, with properties calculated with the ωB97M-V functional and the def2-TZVPD basis.

Geometry as XYZ:
```
77
Properties=species:S:1:pos:R:3:forces:R:3
Ca -0.703 1.549 0.577 0.365 0.447 -0.142
S 2.200 0.890 0.643 -0.137 -0.022 -0.011
C 2.880 1.221 2.209 -0.042 0.055 -0.098
C 4.206 0.822 2.472 0.077 -0.018 0.071
C 4.809 1.013 3.698 -0.022 -0.001 -0.008
C 4.117 1.619 4.744 -0.012 0.010 -0.015
C 2.820 2.041 4.513 0.056 0.017 0.061
C 2.211 1.864 3.273 0.005 0.010 -0.100
S 0.571 2.527 3.095 -0.031 -0.105 0.075
C 0.983 4.183 2.491 0.032 0.162 -0.095
C 1.560 4.220 1.102 0.017 0.018 0.040
C 2.844 4.697 0.884 0.003 -0.031 -0.027
C 3.316 4.751 -0.417 -0.038 -0.010 0.032
C 2.475 4.376 -1.447 -0.016 -0.018 0.027
C 1.194 3.919 -1.145 0.168 0.039 -0.053
C 0.236 3.604 -2.259 -0.039 0.135 -0.007
S -0.316 1.873 -2.300 0.092 -0.163 0.122
C -2.019 2.024 -2.787 0.008 0.020 0.024
C -2.380 1.355 -3.955 -0.082 -0.007 -0.057
C -3.695 1.344 -4.384 0.020 -0.027 -0.019
C -4.648 2.030 -3.635 -0.002 0.005 0.001
C -4.289 2.703 -2.485 -0.054 -0.026 -0.052
C -2.968 2.718 -2.002 0.082 -0.018 -0.013
S -2.585 3.574 -0.538 0.077 -0.138 0.172
N 0.769 3.807 0.111 -0.072 -0.028 0.018
H 4.755 0.342 1.672 -0.022 -0.003 -0.021
H 5.830 0.676 3.842 0.001 0.008 0.018
H 4.577 1.760 5.714 0.004 -0.002 0.000
H 2.254 2.524 5.301 -0.003 -0.006 0.004
H 1.669 4.653 3.196 -0.011 -0.037 0.024
H 0.045 4.743 2.504 -0.027 -0.052 -0.021
H 3.459 4.993 1.723 0.006 0.002 0.000
H 4.324 5.087 -0.625 0.004 0.000 0.010
H 2.799 4.423 -2.478 -0.006 -0.001 -0.006
H 0.694 3.850 -3.216 -0.032 -0.020 -0.016
H -0.666 4.200 -2.101 -0.004 -0.030 -0.008
H -1.616 0.838 -4.522 0.011 0.001 0.013
H -3.973 0.813 -5.286 0.002 0.000 0.000
H -5.684 2.033 -3.952 -0.002 0.001 -0.001
H -5.039 3.222 -1.902 0.013 0.004 0.016
C 3.381 -2.584 1.811 -0.060 -0.108 -0.002
Si 1.989 -3.760 1.382 0.057 0.094 0.042
C 2.685 -5.426 0.840 -0.016 0.057 0.042
C 0.893 -4.032 2.883 0.032 -0.024 -0.041
C 1.019 -3.049 -0.066 0.076 -0.048 -0.074
Te -0.626 -1.797 0.458 -0.346 -0.133 0.116
C -1.453 -1.760 -1.514 0.085 0.024 -0.235
Si -2.874 -2.936 -1.844 0.046 -0.017 0.083
C -2.225 -4.702 -1.711 -0.075 0.062 0.011
C -4.276 -2.668 -0.634 0.066 -0.027 -0.083
C -3.476 -2.622 -3.601 -0.008 -0.063 0.103
H 3.825 -2.805 2.785 0.001 -0.031 0.008
H 3.011 -1.557 1.826 -0.032 0.013 0.004
H 4.174 -2.626 1.060 -0.010 0.001 -0.018
H 3.286 -5.879 1.632 0.007 0.005 0.010
H 3.323 -5.315 -0.039 0.002 0.013 -0.009
H 1.885 -6.125 0.587 -0.020 0.002 0.001
H 1.484 -4.457 3.699 -0.004 -0.011 0.001
H 0.072 -4.719 2.665 -0.003 -0.007 -0.022
H 0.449 -3.103 3.245 0.029 0.035 -0.016
H 0.584 -3.861 -0.654 0.021 -0.015 0.004
H 1.695 -2.479 -0.707 -0.024 0.024 0.005
H -0.606 -1.978 -2.170 -0.024 0.017 -0.031
H -1.757 -0.731 -1.716 -0.044 -0.010 0.036
H -1.835 -4.896 -0.709 0.005 0.022 0.014
H -1.424 -4.890 -2.430 0.008 0.017 -0.012
H -3.021 -5.426 -1.901 -0.006 -0.005 -0.006
H -3.958 -2.833 0.397 0.051 -0.012 -0.010
H -5.103 -3.351 -0.846 -0.010 0.022 -0.006
H -4.641 -1.642 -0.697 -0.015 0.028 -0.001
H -2.679 -2.781 -4.331 0.016 0.008 0.011
H -3.823 -1.591 -3.699 0.007 0.029 -0.001
H -4.306 -3.284 -3.861 -0.006 -0.008 0.003
O -2.300 1.045 2.202 -0.065 0.172 0.429
N -3.207 0.692 1.391 -0.059 0.064 0.116
O -4.378 0.709 1.686 -0.019 -0.142 0.034
O -2.802 0.336 0.251 -0.054 -0.222 -0.466
```
Forces are in eV/Å.

## Properties
E_LUMO = 2.3 eV
ΔE to the lowest compared entry with this formula, charge and spin = 14.6 kJ/mol
Kohn-Sham gap = 6.8 eV
Charge = -1

Table of Löwdin atomic charges, one value per atom, all in e: atom 1 (Ca): 0.8352, atom 2 (S): 0.4838, atom 3 (C): -0.7264, atom 4 (C): -0.1557, atom 5 (C): -0.1059, atom 6 (C): -0.1181, atom 7 (C): -0.1362, atom 8 (C): -0.5443, atom 9 (S): 0.9049, atom 10 (C): -0.3837, atom 11 (C): -0.3572, atom 12 (C): -0.0235, atom 13 (C): -0.0525, atom 14 (C): -0.0248, atom 15 (C): -0.3520, atom 16 (C): -0.4046, atom 17 (S): 0.8728, atom 18 (C): -0.5585, atom 19 (C): -0.1437, atom 20 (C): -0.1281, atom 21 (C): -0.1040, atom 22 (C): -0.1298, atom 23 (C): -0.7319, atom 24 (S): 0.5088, atom 25 (N): 0.0718, atom 26 (H): 0.0890, atom 27 (H): 0.0951, atom 28 (H): 0.0885, atom 29 (H): 0.0942, atom 30 (H): 0.0805, atom 31 (H): 0.0887, atom 32 (H): 0.1138, atom 33 (H): 0.1059, atom 34 (H): 0.1088, atom 35 (H): 0.0761, atom 36 (H): 0.0389, atom 37 (H): 0.0934, atom 38 (H): 0.0911, atom 39 (H): 0.0948, atom 40 (H): 0.0914, atom 41 (C): -0.1808, atom 42 (Si): 0.3932, atom 43 (C): -0.1926, atom 44 (C): -0.2085, atom 45 (C): -0.5924, atom 46 (Te): 1.2437, atom 47 (C): -0.5786, atom 48 (Si): 0.3992, atom 49 (C): -0.1920, atom 50 (C): -0.1816, atom 51 (C): -0.1775, atom 52 (H): 0.0333, atom 53 (H): -0.0182, atom 54 (H): 0.0365, atom 55 (H): 0.0237, atom 56 (H): 0.0256, atom 57 (H): 0.0241, atom 58 (H): 0.0264, atom 59 (H): 0.0279, atom 60 (H): 0.0159, atom 61 (H): -0.0064, atom 62 (H): 0.0130, atom 63 (H): 0.0185, atom 64 (H): -0.0266, atom 65 (H): 0.0171, atom 66 (H): 0.0263, atom 67 (H): 0.0235, atom 68 (H): 0.0234, atom 69 (H): 0.0262, atom 70 (H): 0.0311, atom 71 (H): 0.0277, atom 72 (H): 0.0144, atom 73 (H): 0.0243, atom 74 (O): -0.2057, atom 75 (N): -0.6014, atom 76 (O): 0.0624, atom 77 (O): -0.2415